{"formula": "C4H8FNO4S", "method": "ωB97M-V/def2-TZVPD", "elements": ["H", "S", "H", "H", "O", "C", "H", "H", "H", "C", "C", "H", "O", "O", "F", "H", "O", "N", "C"], "xyz": [[-0.0474, -0.6758, 1.5891], [-2.2697, 1.0946, 0.2948], [0.0697, -2.5883, 0.0183], [2.6232, 1.1669, 0.9463], [-1.7594, 2.3080, 0.9500], [-0.1494, -0.0041, -0.6481], [-1.3607, -2.1801, -0.6320], [1.9592, -0.5243, 1.0354], [3.1677, -0.0910, -0.1935], [1.1994, 0.7731, -0.6584], [-0.6371, -0.7503, 0.6593], [1.0484, 1.8723, -0.5951], [-3.7178, 1.0765, 0.0668], [-1.9670, -0.3559, 1.0606], [1.7428, 0.5682, -1.9444], [-0.0714, -0.6678, -1.5364], [-1.2802, 0.8476, -1.0044], [-0.8273, -2.1589, 0.2349], [2.2770, 0.2893, 0.3567]], "nbo_charge": [0.212, 2.438, 0.362, 0.236, -0.883, 0.028, 0.363, 0.209, 0.247, 0.174, 0.187, 0.206, -0.852, -0.633, -0.372, 0.230, -0.670, -0.817, -0.665], "relative_energy_kcal_mol": 30.06, "gap_ev": 11.1, "total_charge": 0}

{"formula": "C4H5NO2", "method": "ωB97M-V/def2-TZVPD", "elements": ["N", "H", "C", "H", "O", "H", "C", "O", "C", "H", "C", "H"], "xyz": [[1.8240, 0.0773, 0.5348], [2.4381, -1.6394, -0.4920], [-1.4403, -0.5767, 0.1341], [0.1044, 0.7916, 1.4992], [0.5554, -1.0083, -0.9942], [-3.0585, -0.3586, 0.6834], [0.5619, 0.8140, 0.5019], [-2.4869, 0.2198, 0.1653], [1.6930, -0.8792, -0.2824], [-0.5625, 0.6777, -1.4299], [-0.3005, 0.0649, -0.5612], [0.7202, 1.8605, 0.2288]], "nbo_charge": [-0.467, 0.191, 0.245, 0.209, -0.476, 0.512, -0.263, -0.639, 0.390, 0.206, -0.121, 0.213], "relative_energy_kcal_mol": 79.35, "gap_ev": 9.7, "total_charge": 0}

{"formula": "C28H31N8O4PdS4", "method": "ωB97M-V/def2-TZVPD", "elements": ["H", "H", "H", "H", "O", "C", "S", "C", "H", "C", "H", "N", "C", "C", "H", "H", "H", "H", "C", "C", "H", "H", "H", "H", "N", "C", "H", "H", "C", "N", "H", "C", "H", "H", "C", "O", "C", "N", "H", "C", "C", "C", "H", "C", "H", "H", "O", "C", "S", "C", "C", "C", "Pd", "H", "H", "C", "H", "S", "H", "N", "H", "C", "N", "C", "H", "H", "C", "O", "C", "C", "N", "N", "H", "S", "C", "C"], "xyz": [[-1.3172, -0.3187, 3.5112], [2.6699, 1.9020, 0.9343], [-1.6588, 1.5908, -2.2026], [4.5756, 0.1054, 3.6725], [2.2130, -2.6935, 5.1066], [-0.0861, -1.1575, -1.5101], [-2.5618, -1.8273, 1.2550], [-5.4188, 3.1099, -0.1988], [-5.1435, 5.8653, 1.7614], [-0.2477, -1.9046, -2.6665], [-4.5895, 2.2975, 4.5016], [2.8061, -0.4936, -7.0705], [3.7846, -4.0240, 0.5637], [1.6419, 0.1456, -7.1964], [1.6741, -3.1937, -5.3998], [6.0534, 0.1730, 1.6619], [-4.7849, -0.2033, 1.1763], [0.3239, -2.2901, 3.1151], [2.2281, -1.2180, 3.4046], [0.4396, -1.5521, -6.0297], [3.6222, -4.3757, 1.5821], [-2.2419, 1.4284, 4.9401], [4.6288, 0.0984, 0.6010], [-0.4808, 0.2155, -6.8335], [-3.2491, 2.1306, -0.3129], [2.1243, 1.0328, 0.5617], [1.1356, 1.3522, 0.2332], [4.0909, 1.4332, 2.6181], [0.4387, -0.3401, -6.7020], [-3.6432, 3.9985, 1.1165], [4.7171, -4.4516, 0.1956], [1.6381, -2.2367, -5.9045], [-4.8006, 1.4862, -1.4818], [-6.4379, 4.6945, 2.0681], [4.1533, 0.3516, 2.7097], [6.4237, -2.2439, 0.8586], [-4.5080, 2.1989, -0.7113], [0.8707, -0.7879, 1.7013], [0.4425, -1.5608, -0.6535], [-2.8162, 1.0422, 4.1066], [-2.8383, 3.0109, 0.6424], [-5.7781, 5.1104, 1.3003], [4.0553, -2.1083, -0.4646], [-4.1450, 1.5538, 3.8557], [1.6746, 1.0979, -7.7172], [0.1647, -2.9041, -2.7399], [4.9966, -2.4615, 2.8925], [-1.4823, -0.0747, -3.5647], [-1.0600, -2.1955, -5.2934], [5.0237, -0.1796, 1.5795], [1.0458, -1.5460, 2.8107], [-0.9452, -1.3425, -3.7247], [-1.5223, 0.3338, 0.7261], [-6.4523, 3.1311, -0.5236], [3.7424, -2.1758, -6.3469], [3.8387, -2.4961, 0.5328], [2.6543, 0.6239, -0.3038], [5.1917, -1.9545, 1.5559], [-2.0600, 0.3887, -4.3549], [-0.5738, 0.0772, -1.3542], [2.9641, -4.3745, -0.0613], [-1.2660, 0.5971, -2.3685], [-4.2708, 0.1387, 1.9658], [2.7872, -1.6670, -6.4370], [2.9209, -2.0504, 0.9275], [-6.4056, 5.5720, 0.5332], [-4.9075, 4.0277, 0.7147], [3.6148, -1.0622, 5.2086], [1.9266, 0.0062, 1.6248], [-2.9648, -0.3730, 2.1046], [2.7223, -1.6872, 4.6605], [2.7949, -0.2006, 2.6541], [-5.8259, 1.3955, 2.5463], [-1.2267, 2.8278, 1.2376], [-2.2809, 0.1065, 3.2988], [-4.8235, 1.0749, 2.8001]], "mulliken_charge": [0.242, 0.465, 0.510, 0.429, -0.645, -0.016, -0.369, -0.985, 0.348, -0.722, 0.375, -0.602, -1.486, -0.338, 0.373, 0.527, 0.225, 0.580, 0.111, 0.357, 0.406, 0.343, 0.258, 0.342, 0.036, -1.354, -0.075, 0.478, -0.191, -0.534, 0.390, -0.210, 0.390, 0.245, -1.128, -0.730, -0.252, 0.580, 0.295, -0.384, 0.073, -1.252, 0.468, -0.548, 0.346, 0.500, -0.614, -0.683, -0.150, -0.622, -0.983, 0.217, 0.152, 0.358, 0.352, 0.390, 0.226, 1.231, 0.444, 0.013, 0.385, -0.629, 0.024, -0.341, -0.384, 0.347, 1.044, -0.668, 0.260, -0.164, 1.228, 0.356, 0.402, -0.483, -0.018, -0.557], "relative_energy_kcal_mol": 0.00, "gap_ev": 4.8, "total_charge": -1}

We obtain highest occupied orbital energy values of -10.52, -9.03, -2.93 eV for the records listed above, in that order.